No. 1
# C19H54F3MnO21S

C19H54F3MnO21S as an isolated structure (wB97M-V/def2-TZVPD, the Open Molecules 2025 dataset).

⟨S²⟩: 8.752
spin multiplicity: 6
E: -4184.90735 a.u.
LUMO (spin up / spin down): -2.0401 / -2.0417 eV
net charge: +1
Kohn-Sham gap (spin up / spin down): 9.2 / 9.7 eV

Each line ends with the Mulliken spin population.
Cartesian coordinates (Å):
Mn: 0.0261 0.2388 -0.4481  4.80
C: 0.7395 -1.6589 -4.5813  0.00
F: 1.3228 -2.5397 -5.3361  0.00
F: 1.1224 -0.4295 -4.9960  0.00
F: -0.5803 -1.7951 -4.6619  0.00
S: 1.2731 -1.9641 -2.7073  0.00
O: 0.8878 -0.7444 -1.9940  0.04
O: 0.5831 -3.1129 -2.1727  0.00
O: 2.7367 -2.1382 -2.6512  0.00
C: -2.2466 1.2095 -2.2576  -0.01
C: -1.1374 2.2941 -2.3532  0.01
O: -0.3118 2.3256 -1.1989  0.02
O: -1.6922 0.0050 -1.7846  0.04
H: -2.5541 1.0275 -3.2874  0.00
H: -3.1435 1.5200 -1.7218  0.00
H: -1.5009 3.2953 -2.5843  0.00
H: -0.4227 2.0113 -3.1261  -0.01
H: 0.0480 3.2155 -1.1835  0.01
H: -2.4579 -0.5740 -1.7832  0.01
C: -2.5076 -4.4499 -1.5731  0.00
C: -2.9622 -3.2926 -2.4547  0.00
O: -3.4730 -2.1072 -1.8239  0.00
O: -1.6258 -4.0302 -0.5903  0.00
H: -2.0540 -5.2054 -2.2147  0.00
H: -3.3238 -4.9755 -1.0775  0.00
H: -3.6951 -3.6409 -3.1825  0.00
H: -2.0637 -3.0376 -3.0167  0.00
H: -4.1596 -2.3752 -1.2089  0.00
H: -0.7410 -4.0415 -0.9625  0.00
C: 3.0336 0.7416 0.3210  0.00
C: 2.4993 -0.2456 1.3783  0.01
O: 1.4693 -1.0892 0.7972  0.02
O: 1.9918 1.3914 -0.2436  0.03
H: 3.5643 0.2275 -0.4804  -0.01
H: 3.6454 1.5503 0.7207  0.00
H: 2.0844 0.3221 2.2112  -0.01
H: 3.2966 -0.8094 1.8625  0.00
H: 1.1192 -1.7454 1.4041  0.00
H: 2.3597 2.0545 -0.8323  0.01
C: -2.1675 -0.9200 1.1102  0.03
C: -1.6205 0.1710 2.0194  0.01
O: -0.8943 1.0971 1.2146  0.06
O: -1.1706 -1.5227 0.2556  -0.07
H: -2.9289 -0.5918 0.4027  -0.01
H: -2.5808 -1.7286 1.7131  0.00
H: -0.8540 -0.1357 2.7311  -0.01
H: -2.4231 0.6675 2.5647  0.00
H: -0.7345 1.8466 1.7927  0.01
H: -1.3277 -2.4333 -0.0049  0.02
C: 1.8293 4.0612 2.1209  0.00
C: 0.6685 4.2370 3.1309  0.00
O: -0.3967 3.2741 2.9700  0.00
O: 2.8885 4.8858 2.4802  0.00
H: 1.5414 4.2763 1.0919  0.00
H: 2.1731 3.0271 2.0993  0.00
H: 0.2393 5.2244 2.9604  0.00
H: 1.1857 4.1368 4.0851  0.00
H: -0.9675 3.3330 3.7397  0.00
H: 3.7247 4.5545 2.1445  0.00
C: -3.3515 3.6410 1.1017  0.00
C: -4.4608 4.6503 1.3370  0.00
O: -5.2583 4.7531 0.1711  0.00
O: -3.9003 2.2746 0.7597  0.00
H: -2.5964 3.5768 1.8852  0.00
H: -2.6924 3.9804 0.3027  0.00
H: -4.1241 5.6567 1.5858  0.00
H: -5.1157 4.2658 2.1188  0.00
H: -6.1017 5.1845 0.3265  0.00
H: -4.8475 2.4188 0.6987  0.00
C: 2.0939 4.5918 -2.4743  0.00
C: 3.4208 3.8541 -2.1881  0.00
O: 3.3117 2.4696 -2.2094  0.00
O: 1.1168 4.6520 -1.4830  0.00
H: 1.6003 4.3131 -3.4052  0.00
H: 2.3384 5.6395 -2.6497  0.00
H: 3.7940 4.1638 -1.2119  0.00
H: 4.2207 4.1323 -2.8742  0.00
H: 2.9602 2.3162 -3.0895  0.00
H: 0.7823 5.5518 -1.4960  0.00
C: -1.1199 -4.9443 2.9199  0.00
C: -0.2369 -3.8320 3.5275  0.00
O: 0.5025 -3.2023 2.4371  0.00
O: -2.1472 -4.5203 2.0417  0.00
H: -1.6627 -5.4611 3.7113  0.00
H: -0.4036 -5.6749 2.5443  0.00
H: 0.4122 -4.2548 4.2943  0.00
H: -0.7635 -3.0013 3.9975  0.00
H: 1.1944 -3.8241 2.2000  0.00
H: -1.7942 -4.4397 1.1526  0.00
C: 3.9841 -3.7603 -0.0283  0.00
C: 2.8942 -4.8899 0.2811  0.00
O: 2.5504 -4.8824 1.6611  0.00
O: 5.0761 -3.6879 0.8898  0.00
H: 3.5553 -2.7611 -0.1041  0.00
H: 4.3709 -3.8514 -1.0432  0.00
H: 3.2639 -5.8719 -0.0138  0.00
H: 1.9874 -4.6824 -0.2869  0.00
H: 3.0979 -5.5836 2.0217  0.00
H: 4.7140 -3.8485 1.7643  0.00

Force components x, y, z for each atom (eV/Å):
0.749 -0.458 -0.062
0.659 0.436 2.050
0.304 -0.698 -0.564
-0.531 -0.583 0.452
-0.093 0.325 -0.184
3.317 -0.002 1.137
-0.093 0.426 -1.370
-1.126 -0.617 -0.741
-1.983 0.394 -1.191
0.545 1.495 -1.322
0.077 -0.951 -0.449
-1.018 -0.117 0.400
-0.318 1.125 -0.045
-0.172 0.219 -0.249
0.256 0.117 0.521
-0.437 -0.138 0.050
-0.435 -0.173 -0.688
0.722 0.377 0.405
-0.019 -1.316 0.375
-1.457 -0.213 -0.497
0.309 -0.276 -0.698
0.436 -0.550 0.159
0.901 0.069 0.899
0.109 0.071 -0.212
-0.253 0.215 0.137
-0.083 -0.190 -0.012
-0.135 0.618 0.026
-0.212 0.048 0.100
0.641 0.231 -0.297
1.347 -1.590 0.758
-0.089 0.120 0.280
1.259 1.606 -0.559
-3.187 0.841 -0.092
0.435 -0.366 0.221
0.765 -0.651 0.767
-0.416 0.287 -0.003
0.191 -0.338 -0.528
-0.250 -0.366 0.735
-0.161 0.002 -0.834
-0.106 -1.644 -0.298
0.586 -0.465 -0.376
-0.840 0.230 0.039
0.864 1.868 1.201
-0.289 0.683 0.539
-0.203 0.122 0.268
-0.420 -0.957 0.297
-0.219 -0.044 -0.241
0.581 0.871 -0.061
-0.629 -0.511 0.019
-0.713 -1.207 -0.771
0.796 0.117 -0.728
0.712 -0.096 -0.263
0.362 1.018 0.760
-0.466 0.104 -0.108
-0.276 -0.375 0.252
0.152 0.161 0.440
-0.517 0.170 0.323
0.013 0.054 0.128
-0.120 -0.099 -0.007
-0.093 -1.022 -1.039
-0.721 -0.247 0.201
0.255 -0.482 -1.024
1.100 2.122 0.825
-0.698 -0.276 0.686
-0.413 -0.110 -0.732
0.532 -0.173 0.355
0.181 0.096 0.540
0.100 0.053 0.325
-0.240 -0.038 -0.201
1.230 1.407 -1.518
-0.314 1.388 0.569
-0.332 -0.456 -0.181
-0.659 -0.579 1.440
0.302 -0.711 -0.284
0.677 0.047 -0.288
-0.158 -0.084 0.232
-0.310 0.515 -0.379
-0.076 -0.952 -0.154
-0.178 -0.076 0.301
-0.289 0.406 1.356
-0.434 0.525 -1.311
-0.392 -0.043 0.883
0.588 -0.013 0.378
0.180 0.013 0.334
-0.174 -0.137 -0.729
0.283 -0.119 -0.138
-0.421 -0.233 -0.056
0.527 -0.356 -0.231
0.098 0.084 -0.348
-0.701 -0.043 -0.191
1.180 1.634 -0.961
0.429 -0.442 0.133
-0.330 -0.723 -0.337
-0.734 -0.039 0.419
0.226 -0.640 0.093
0.083 -0.003 0.055
0.118 0.133 -0.136
-0.199 0.025 0.617
-0.043 0.119 0.209



No. 2
# C27H29BN12S2Sn

C27H29BN12S2Sn as an isolated structure (wB97M-V/def2-TZVPD, the Open Molecules 2025 dataset).

⟨S²⟩: 0.758
spin multiplicity: 2
E: -2738.83515 a.u.
LUMO (spin up / spin down): -2.7849 / -4.4986 eV
net charge: +1
Kohn-Sham gap (spin up / spin down): 7.5 / 6.2 eV
energy above the lowest of the compared OMol25 structures with the same formula, charge and spin: 0.0 kJ/mol

Each line ends with the Mulliken spin population.
Cartesian coordinates (Å):
Sn: 3.8599 -15.3266 9.6643  0.37
C: 7.3845 -15.2119 7.6096  0.02
C: 6.9749 -16.4845 8.2310  -0.01
C: 7.6705 -17.6615 8.1009  0.00
C: 6.9143 -18.6127 8.7353  0.00
N: 5.7660 -18.0531 9.1884  0.02
N: 5.8191 -16.6934 8.9040  0.03
B: 4.4738 -18.7232 9.7729  0.01
N: 3.2866 -18.3529 8.8839  0.00
C: 2.7816 -19.0789 7.8779  0.01
C: 1.8645 -18.3024 7.2041  0.00
C: 1.8902 -17.0615 7.8073  0.01
C: 1.1492 -15.8249 7.3791  0.00
N: 2.7617 -17.1125 8.8371  0.06
N: 4.2652 -18.0427 11.1688  0.00
C: 4.3188 -18.6309 12.3628  0.00
C: 4.1810 -17.6667 13.3301  0.00
C: 3.9511 -16.4799 12.6284  -0.01
C: 3.6112 -15.1418 13.1669  0.00
N: 4.0398 -16.7137 11.3259  0.03
N: 4.4667 -20.2211 9.9019  0.00
C: 3.4386 -20.9276 10.4623  0.00
C: 3.7985 -22.2670 10.4751  0.00
C: 5.0899 -22.2764 9.9265  0.00
C: 5.9371 -23.4591 9.6326  0.00
N: 5.4760 -21.0562 9.6076  0.00
H: 7.9666 -15.3958 6.7387  0.00
H: 6.5419 -14.5533 7.2821  -0.01
H: 7.9753 -14.5647 8.2317  0.00
H: 8.5912 -17.8140 7.5649  0.00
H: 6.9774 -19.6869 8.7185  0.00
H: 3.0841 -20.1248 7.7519  0.00
H: 1.2520 -18.6077 6.3783  0.00
H: 0.2876 -16.0745 6.7276  0.00
H: 0.7381 -15.2939 8.2096  0.00
H: 1.7956 -15.1520 6.8126  -0.01
H: 4.5580 -19.6848 12.4634  0.00
H: 4.2263 -17.7931 14.3883  0.00
H: 4.1112 -14.9689 14.1438  0.00
H: 3.8222 -14.3412 12.4583  0.00
H: 2.5188 -15.1307 13.3922  0.00
H: 2.4907 -20.4878 10.7063  0.00
H: 3.1817 -23.0703 10.7400  0.00
H: 5.3204 -24.3487 9.5245  0.00
H: 6.3882 -23.2783 8.6708  0.00
H: 6.7497 -23.6109 10.3781  0.00
S: 1.7998 -13.7441 10.4236  0.28
C: 2.3095 -12.7130 9.1380  -0.01
N: 3.4117 -12.7695 8.4140  0.07
C: 3.3756 -11.7811 7.4190  0.03
C: 4.3335 -11.6156 6.4262  0.00
C: 4.1719 -10.6246 5.4889  0.00
C: 3.0803 -9.7551 5.5417  0.00
C: 2.0907 -9.9293 6.5004  0.00
C: 2.2567 -10.9373 7.4431  0.00
S: 1.2374 -11.4136 8.8153  0.00
H: 5.2353 -12.2093 6.3621  0.00
H: 4.9422 -10.5715 4.6939  0.00
H: 2.9982 -8.9589 4.8228  0.00
H: 1.1673 -9.3249 6.5311  0.00
N: 9.0902 -14.7207 11.3206  0.00
C: 7.9240 -14.0375 11.2468  0.00
C: 6.7469 -14.7545 10.9774  -0.01
N: 5.6045 -14.1494 10.7303  0.08
C: 5.5398 -12.8014 10.8500  0.00
C: 6.6816 -12.1290 11.1712  0.00
N: 7.8704 -12.7158 11.3012  0.00
H: 9.1474 -15.6609 10.9793  0.00
H: 9.9661 -14.2532 11.3700  0.00
H: 6.7227 -15.8536 10.9008  0.01
H: 4.6050 -12.3679 10.5374  0.01
H: 6.7011 -11.0289 11.1799  0.00

Force components x, y, z for each atom (eV/Å):
-0.052 0.027 -0.415
-1.378 1.546 -0.084
-1.188 0.266 0.245
0.523 -0.549 0.180
-1.208 -0.610 -0.360
1.173 0.315 -0.517
-0.363 -0.522 -0.132
0.442 0.762 0.227
-0.097 0.079 -0.573
-0.008 -0.755 0.227
-0.054 -0.552 -0.461
0.088 0.357 0.102
-0.234 -0.556 -0.605
-0.416 0.723 -0.237
-0.292 -0.557 -0.662
0.738 -0.197 0.193
-0.373 0.373 -0.107
0.343 0.102 0.822
-0.686 0.096 0.959
-0.056 -0.239 -0.124
-0.445 -0.194 0.903
0.072 -0.895 -0.483
0.143 2.074 -0.327
-0.108 -0.066 0.127
0.508 0.004 0.229
0.817 -0.033 -0.381
0.495 -0.310 -0.724
0.319 -0.742 0.298
0.431 0.130 0.635
0.038 -0.003 0.054
0.251 -0.059 0.373
-0.212 0.620 0.009
-0.062 -0.005 -0.135
0.626 -0.091 0.300
-0.126 0.410 0.673
0.064 0.008 0.047
-0.195 0.258 -0.122
-0.093 -0.038 0.342
-0.137 -0.010 -0.739
0.004 -0.016 0.296
0.657 0.141 -0.225
-0.079 0.276 0.137
-0.558 -0.951 0.449
0.096 -0.094 0.269
0.432 -0.091 -0.332
-0.658 -0.007 -0.441
1.024 -0.982 0.136
0.835 0.341 -0.424
-1.203 -0.107 0.331
0.054 -0.272 0.332
0.325 -0.061 -0.033
0.555 0.169 -0.562
-0.260 -0.190 0.032
-0.563 0.333 0.183
-0.011 -0.338 0.477
0.004 0.633 -1.124
-0.161 -0.321 0.240
-0.696 0.325 0.560
-0.121 0.090 -0.176
0.766 -0.171 -0.128
0.069 -0.163 0.198
-0.344 -0.010 -0.628
-0.595 -1.143 0.028
0.349 0.516 0.341
-0.383 -1.086 -0.535
0.603 1.228 -0.383
0.421 -0.085 0.483
-0.241 -0.178 0.020
0.322 0.607 0.111
0.251 0.641 0.124
-0.031 0.366 0.271
-0.147 -0.567 0.217



No. 3
# CH5N2O

An isolated ion of composition CH5N2O and charge -1 (wB97M-V/def2-TZVPD, the Open Molecules 2025 dataset).

spin multiplicity: 1
E: -225.72760 a.u.
LUMO: 4.8393 eV
net charge: -1
Kohn-Sham gap: 6.8 eV
energy above the lowest of the compared OMol25 structures with the same formula, charge and spin: 380.0 kJ/mol

Each line ends with the Löwdin charge.
Cartesian coordinates (Å):
C: 0.1832 0.1459 -1.0875  -0.19
N: 0.6072 0.1803 0.3838  -0.41
N: -0.5355 0.4704 1.1670  -0.10
O: 1.0989 -1.2547 0.8952  -0.54
H: -0.6845 -0.5032 -1.3507  0.03
H: -0.2538 1.1935 -1.3525  0.06
H: 1.0720 -0.1937 -1.7162  0.06
H: -1.1951 -0.2569 0.8881  0.02
H: -0.2926 0.2184 2.1729  0.07

Force components x, y, z for each atom (eV/Å):
0.098 0.845 0.827
1.389 -2.741 -0.174
-0.319 -0.092 0.836
-1.250 2.912 -1.738
0.387 -0.333 0.572
1.301 -1.426 0.316
-1.188 0.774 0.930
-0.416 -0.262 0.393
-0.001 0.321 -1.962



No. 4
# C4H14N4

A 2-piece molecular cluster, C4H14N4 overall (wB97M-V/def2-TZVPD, the Open Molecules 2025 dataset).

spin multiplicity: 1
E: -379.70125 a.u.
LUMO: 0.9882 eV
net charge: 0
Kohn-Sham gap: 9.3 eV
energy above the lowest of the compared OMol25 structures with the same formula, charge and spin: 348.0 kJ/mol

Each line ends with the Löwdin charge.
Cartesian coordinates (Å):
C: -2.0821 0.2905 -1.1637  -0.04
C: -1.1566 -0.8326 1.0507  -0.11
C: 2.5694 -0.1563 -1.0583  -0.01
C: -1.0340 -0.6504 -0.4351  -0.46
N: 1.5099 -2.0261 -0.3514  0.10
N: 0.1104 2.0989 1.7416  0.03
N: 1.3027 -0.7966 -0.5698  -0.38
N: 0.2506 -0.0592 -0.5775  0.03
H: -2.9867 -0.2409 -1.4837  0.07
H: -2.2861 0.9959 -0.4689  0.01
H: -1.6261 0.7474 -2.0818  0.09
H: -1.4953 0.1805 1.5392  0.09
H: -0.2927 -0.9525 1.6651  0.05
H: -1.8405 -1.6372 1.3271  0.07
H: 2.7990 0.7229 -0.4106  0.08
H: 3.3447 -0.8716 -1.0604  0.05
H: 2.2461 0.3625 -2.0364  0.11
H: -1.1392 -1.6227 -1.0145  0.14
H: 0.0571 2.3611 2.6931  -0.01
H: 0.6110 -2.4745 -0.1183  0.05
H: 0.9757 1.5907 1.5912  0.01
H: 0.1625 2.9702 1.2227  0.02

Force components x, y, z for each atom (eV/Å):
1.736 -2.401 -1.622
-2.929 1.802 1.978
-2.318 3.412 -0.409
-0.068 -1.022 -1.328
-0.902 -1.561 0.419
0.014 0.099 -0.944
-0.031 0.825 -0.684
2.126 0.888 -1.689
0.210 0.006 0.338
-1.027 2.659 1.849
-0.241 -0.460 0.953
0.053 -1.843 -1.108
1.287 -0.601 -0.396
-0.244 0.161 0.075
-0.073 -0.843 -0.172
0.602 -0.650 -0.308
0.971 -1.300 1.218
0.575 0.512 0.781
0.039 0.198 1.217
0.312 0.246 0.005
-0.145 0.068 -0.039
0.055 -0.194 -0.132